Record 1
A molecular structure, C4H15AgMnN6O7, computed with the ωB97M-V functional and the def2-TZVPD basis.

Positions of all 34 atoms, in Å:
Mn1 -0.4634 -2.6965 2.4278
Ag1 -0.4682 -4.4986 -2.6103
O1 0.0651 -0.4012 -0.8885
C1 -0.5032 -1.6377 -0.7443
O2 -0.5814 -1.9649 0.4841
O3 -0.7065 -2.3618 -1.7306
H1 0.3096 -0.2762 0.0484
O4 -2.1298 -3.9187 2.2896
H2 -2.9900 -3.8043 1.8594
H3 -2.1514 -4.8090 2.6759
C2 1.6045 -0.3414 2.6863
O5 1.0220 -1.4673 2.8363
N1 2.7169 -0.2458 1.9525
N2 1.1400 0.7499 3.3057
H4 3.1435 -1.1244 1.7100
H5 3.1021 0.6478 1.6888
H6 0.4654 0.6501 4.0446
H7 1.4282 1.6695 3.0088
C3 0.1939 2.6443 0.8933
O6 1.2938 2.2730 0.4750
N3 -0.9353 1.9385 0.5672
N4 0.0186 3.7377 1.6810
H8 -1.8435 2.3286 0.7466
H9 -0.7448 1.1708 -0.0511
H10 -0.8647 3.8562 2.1475
H11 0.8090 4.2465 2.0375
C4 -0.4554 0.7958 -4.5178
O7 -0.6635 1.7538 -5.3346
N5 0.2160 1.0390 -3.3810
N6 -0.8456 -0.4602 -4.7569
H12 0.2065 0.3276 -2.6475
H13 0.3076 2.0083 -3.1018
H14 -1.1767 -0.6673 -5.6893
H15 -0.5192 -1.1622 -4.1127

Results
- E_tot (hartree) = -2313.71075
- maximum force (eV/Å) = 2.77
- E_LUMO (spin up / spin down) (eV) = -10.38 / -12.58
- HOMO energy (spin up / spin down) (eV) = -17.8 / -17.8
- net charge = +3
- spin multiplicity = 7

=====

Record 2
9 unconnected molecules or ions with the total composition H20NO8, computed with the ωB97M-V functional and the def2-TZVPD basis.

Positions of all 29 atoms, in Å:
N1 -1.0847 0.5676 0.6736
H1 -0.5707 0.3408 1.4735
H2 -1.6203 -0.2295 0.4816
H3 -0.4259 0.6851 -0.0776
H4 -1.5795 1.4463 0.7313
O1 -1.1347 -2.1803 -0.6104
H5 -1.5373 -2.9920 -0.5332
H6 -0.3172 -2.3509 -1.0989
O2 0.5056 0.6708 -2.4336
H7 0.3644 -0.1391 -2.9638
H8 1.4580 0.7469 -2.4625
O3 1.8559 -0.7764 0.0359
H9 2.0684 -1.5583 0.5381
H10 1.5757 -1.0657 -0.7982
O4 0.0112 3.2812 -1.1398
H11 0.2565 2.4196 -1.5722
H12 -0.5348 3.7933 -1.7060
O5 -2.7697 0.4919 -1.8445
H13 -2.1694 -0.1428 -2.3050
H14 -3.2343 0.9608 -2.5449
O6 1.5125 1.7735 0.9272
H15 1.5838 1.6329 1.8870
H16 1.5256 0.8772 0.5751
O7 1.4004 0.0545 3.0082
H17 1.0704 -0.8509 2.9263
H18 2.3808 -0.0240 3.1850
O8 -0.1056 -2.1608 2.1344
H19 -0.1870 -2.2317 1.1467
H20 -0.2979 -3.0399 2.3665

Results
- E_tot (hartree) = -668.42669
- maximum force (eV/Å) = 3.63
- E_LUMO (eV) = -3.83
- HOMO energy (eV) = -13.7
- net charge = +1

=====

Record 3
C3H9N3 in the gas phase, computed with the ωB97M-V functional and the def2-TZVPD basis.

Positions of all 15 atoms, in Å:
C1 -1.4607 1.2113 0.2745
C2 -1.1443 -0.2848 0.2714
N1 -1.1362 -0.9503 -0.9408
H1 -2.0900 -1.1844 -1.2252
H2 -1.6911 -0.7407 1.1225
H3 -2.5400 1.3609 0.3215
H4 -1.0832 1.7061 -0.6221
H5 -1.0096 1.6656 1.1634
N2 2.5717 -0.4758 -0.3364
C3 1.3153 -0.0286 -0.1959
N3 0.5072 -0.3914 0.7778
H6 3.1757 -0.0568 -1.0224
H7 2.8112 -1.4014 -0.0146
H8 0.6829 -1.3293 1.1249
H9 1.0910 0.8997 -0.6986

Results
- E_tot (hartree) = -283.86456
- maximum force (eV/Å) = 2.17
- E_LUMO (eV) = 0.59
- HOMO energy (eV) = -6.1
- net charge = 0

=====

Record 4
A gas-phase ion, C5H14N2 (charge +1), computed with the ωB97M-V functional and the def2-TZVPD basis.

Positions of all 21 atoms, in Å:
C1 0.2945 0.3112 -0.2667
C2 0.4321 -1.1460 -0.7283
C3 1.7028 -1.3792 -1.5331
C4 0.2654 -2.1318 0.4229
N1 -0.9161 0.4448 0.5646
C5 -1.1564 1.6818 1.3477
N2 -1.4427 2.7196 0.4522
H1 1.0973 0.6711 0.3755
H2 0.1828 0.9076 -1.1681
H3 -0.4108 -1.2690 -1.4224
H4 1.6758 -0.6534 -2.3426
H5 2.5852 -1.1044 -0.9662
H6 1.7423 -2.3921 -1.9254
H7 0.5508 -1.6157 1.3498
H8 0.7818 -3.0823 0.3850
H9 -0.7718 -2.3758 0.6618
H10 -1.7248 0.4941 -0.0740
H11 -0.3466 1.9213 2.0547
H12 -1.9777 1.3814 2.0212
H13 -0.6819 3.0983 -0.0894
H14 -1.8819 3.5184 0.8808

Results
- E_tot (hartree) = -308.07718
- maximum force (eV/Å) = 3.80
- E_LUMO (spin up / spin down) (eV) = -2.85 / -8.19
- HOMO energy (spin up / spin down) (eV) = -15.4 / -15.0
- net charge = +1
- spin multiplicity = 2

=====

- maximum force of number 1 (C4H15AgMnN6O7)?
  2.77 eV/Å